Here is a 3-piece molecular cluster, C3H6N2O3 overall in a non-equilibrium geometry from the OMol25 dataset. Energies are from ωB97M-V/def2-TZVPD.

Output
SMILES: N=C=O.O=NO.C=C
LUMO, Eh: 0.014
E, eV: -12326.455
Energy above the lowest of the compared OMol25 structures with the same formula, charge and spin, kcal per mole: 133.13
Maximum force, eV/Å: 7.45

Structure (ORCA input):
```
! RIJCOSX wB97M-V def2-TZVPD def2/J DEFGRID3
* xyz 0 1
C 1.19 -0.04 -0.02
C 2.18 0.12 0.75
C -2.93 -1.20 -0.45
N -2.87 -0.12 0.02
N -4.03 2.36 -1.96
O -4.66 1.25 -1.63
O -2.94 2.51 -1.51
O -3.16 -2.24 -0.92
H 0.57 -0.97 -0.14
H 0.95 0.62 -0.97
H 2.84 1.05 0.64
H 2.29 -0.49 1.62
H -2.29 0.70 -0.04
H -4.30 0.66 -0.82
*
```